{"formula": "C6H8N2", "method": "ωB97M-V with the def2-TZVPD basis set", "symbols": ["H", "N", "C", "N", "C", "C", "C", "C", "C", "H", "H", "H", "H", "H", "H", "H"], "coordinates": [[2.647, -0.614, -0.667], [2.642, 0.277, -0.080], [1.537, 0.442, 0.508], [0.461, -0.474, 0.586], [0.029, -1.361, -0.473], [-1.400, -1.039, -0.139], [-0.847, 0.017, 0.845], [-0.892, 1.349, 0.232], [-0.689, 2.331, -0.428], [1.283, 1.371, 1.060], [0.507, -2.317, -0.311], [0.424, -0.853, -1.383], [-1.896, -1.845, 0.336], [-2.033, -0.664, -0.999], [-1.284, 0.104, 1.893], [-0.488, 3.274, -0.980]], "charge": 0, "relative_energy_kcal_mol": 84.7, "smiles": "[H]/N=C\\N1CC[C@@H]1C#C", "orbital_gap_ev": 9.967}